[1]
{
  "formula": "C2H6ClO2Zn",
  "method": "ωB97M-V/def2-TZVPD",
  "e_tot_ev": -67197.274,
  "relative_energy_kcal_mol": 0.0,
  "total_charge": 1,
  "lumo_energy_ev": -8.92,
  "species": ["Zn", "Cl", "C", "C", "O", "O", "H", "H", "H", "H", "H", "H"],
  "coordinates": [[-2.841, 2.622, -1.710], [-3.336, 0.755, -0.899], [0.134, 0.324, 0.508], [1.059, -0.834, 0.666], [1.058, -1.634, -0.516], [0.632, 1.317, -0.400], [-0.083, 0.838, 1.446], [-0.836, -0.038, 0.145], [0.848, -1.383, 1.589], [2.082, -0.477, 0.801], [0.421, -2.345, -0.413], [0.862, 0.856, -1.215]],
  "nbo_charge": [1.5350, -0.5401, -0.0923, -0.1125, -0.7244, -0.7372, 0.1896, 0.1437, 0.1879, 0.1984, 0.4759, 0.4760]
}

=====

[2]
{
  "formula": "C12H24O12",
  "method": "ωB97M-V/def2-TZVPD",
  "e_tot_ev": -37400.772,
  "relative_energy_kcal_mol": 60.0,
  "smiles": "COC(=O)OC.COC(=O)OC.COC(=O)OC.COC(=O)OC",
  "lumo_energy_ev": 0.29,
  "species": ["C", "O", "C", "O", "O", "C", "H", "H", "H", "H", "H", "H", "C", "O", "C", "O", "O", "C", "H", "H", "H", "H", "H", "H", "C", "O", "C", "O", "O", "C", "H", "H", "H", "H", "H", "H", "C", "O", "C", "O", "O", "C", "H", "H", "H", "H", "H", "H"],
  "coordinates": [[-0.083, -1.886, -1.830], [-0.747, -2.347, -2.954], [-0.492, -3.551, -3.368], [-0.102, -4.523, -2.658], [-0.762, -3.644, -4.641], [-0.374, -4.872, -5.306], [-0.461, -0.872, -1.703], [1.005, -1.829, -1.862], [-0.274, -2.519, -0.963], [-0.494, -4.848, -6.389], [-0.942, -5.681, -4.846], [0.713, -4.943, -5.272], [-0.506, 3.287, 1.989], [0.459, 2.412, 2.578], [0.373, 2.037, 3.856], [-0.582, 2.309, 4.625], [1.438, 1.332, 4.114], [1.724, 0.660, 5.321], [-0.553, 4.182, 2.610], [-1.535, 2.969, 1.819], [-0.047, 3.737, 1.109], [2.143, -0.331, 5.147], [0.798, 0.626, 5.895], [2.503, 1.120, 5.929], [-3.430, -2.065, 3.771], [-2.455, -2.981, 3.401], [-1.568, -3.454, 4.249], [-1.625, -3.400, 5.492], [-0.709, -4.128, 3.546], [0.449, -4.825, 4.074], [-3.742, -1.516, 2.883], [-3.017, -1.322, 4.453], [-4.219, -2.650, 4.244], [1.296, -4.863, 3.389], [0.092, -5.842, 4.237], [0.916, -4.397, 4.961], [3.397, 3.938, -4.284], [2.443, 4.843, -3.891], [1.206, 4.834, -4.454], [0.661, 3.892, -5.106], [0.560, 5.911, -4.028], [-0.887, 6.053, -4.186], [3.062, 2.905, -4.188], [4.328, 3.949, -3.717], [3.728, 4.122, -5.306], [-1.347, 5.071, -4.079], [-1.092, 6.333, -5.219], [-1.250, 6.765, -3.444]],
  "nbo_charge": [-0.2585, -0.4822, 0.9809, -0.6732, -0.4894, -0.2587, 0.1963, 0.1848, 0.1995, 0.1992, 0.2068, 0.1940, -0.2639, -0.4990, 0.9904, -0.6637, -0.4928, -0.2570, 0.1920, 0.1991, 0.1996, 0.1941, 0.2118, 0.1893, -0.2502, -0.4950, 0.9852, -0.6658, -0.4963, -0.2560, 0.1951, 0.1965, 0.1907, 0.1987, 0.1957, 0.2018, -0.2558, -0.4937, 0.9855, -0.6565, -0.5024, -0.2530, 0.1907, 0.1983, 0.1818, 0.2052, 0.1961, 0.2039]
}

=====

[3]
{
  "formula": "C18H48O18P4",
  "method": "ωB97M-V/def2-TZVPD",
  "e_tot_ev": -93451.288,
  "relative_energy_kcal_mol": 101.1,
  "smiles": "COP(=O)(OC)OC.COP(=O)(OC)OC.COP(=O)(OC)OC.COP(=O)(OC)OC.CC(C)=O.CC(C)=O",
  "lumo_energy_ev": 0.39,
  "species": ["C", "O", "P", "O", "O", "C", "O", "C", "H", "H", "H", "H", "H", "H", "H", "H", "H", "C", "O", "P", "O", "O", "C", "O", "C", "H", "H", "H", "H", "H", "H", "H", "H", "H", "C", "O", "P", "O", "O", "C", "O", "C", "H", "H", "H", "H", "H", "H", "H", "H", "H", "C", "O", "P", "O", "O", "C", "O", "C", "H", "H", "H", "H", "H", "H", "H", "H", "H", "C", "C", "C", "O", "H", "H", "H", "H", "H", "H", "C", "C", "C", "O", "H", "H", "H", "H", "H", "H"],
  "coordinates": [[50.012, -29.210, 31.014], [48.731, -29.308, 31.701], [47.336, -29.385, 30.749], [47.793, -29.450, 29.268], [46.898, -30.962, 31.168], [47.750, -32.049, 31.055], [45.912, -28.643, 31.053], [44.863, -28.740, 30.132], [50.017, -28.211, 30.373], [50.214, -29.927, 30.389], [50.910, -29.174, 31.539], [48.583, -32.039, 31.705], [48.119, -32.207, 30.073], [47.265, -33.039, 31.400], [44.385, -29.722, 29.988], [45.214, -28.283, 29.322], [44.231, -28.075, 30.797], [48.074, -32.181, 27.006], [47.210, -31.246, 26.329], [47.637, -29.683, 26.158], [47.764, -29.404, 24.652], [46.577, -28.633, 26.634], [45.246, -28.814, 26.375], [49.081, -29.391, 26.681], [49.500, -28.085, 27.124], [47.761, -32.060, 28.172], [49.128, -31.855, 26.984], [47.913, -33.127, 26.574], [45.032, -29.040, 25.376], [44.632, -28.208, 26.739], [44.827, -29.698, 26.905], [49.164, -27.560, 26.318], [50.654, -28.189, 27.089], [49.121, -27.839, 28.006], [44.398, -34.557, 33.543], [43.797, -33.366, 34.204], [42.665, -33.585, 35.334], [42.029, -32.271, 35.571], [41.567, -34.520, 34.630], [40.596, -33.978, 33.846], [43.270, -34.212, 36.674], [44.160, -33.528, 37.476], [45.268, -34.169, 32.871], [43.483, -35.151, 33.205], [44.480, -35.093, 34.377], [40.001, -34.931, 33.422], [40.967, -33.389, 33.250], [40.030, -33.408, 34.341], [44.442, -34.063, 38.361], [43.777, -32.652, 37.862], [45.126, -33.315, 36.842], [49.562, -24.246, 31.765], [49.280, -24.387, 30.416], [47.874, -24.987, 30.022], [47.923, -26.376, 30.550], [46.751, -24.266, 30.868], [45.702, -25.039, 31.407], [47.722, -24.995, 28.370], [46.571, -25.523, 27.786], [50.440, -23.832, 31.853], [49.709, -25.268, 32.326], [48.758, -23.571, 32.277], [46.150, -25.723, 32.081], [45.303, -25.667, 30.765], [44.888, -24.482, 31.759], [45.809, -25.113, 28.373], [46.431, -26.614, 27.885], [46.595, -25.225, 26.781], [41.859, -34.461, 30.173], [42.398, -33.016, 30.260], [43.831, -32.777, 30.243], [41.669, -32.093, 30.569], [40.814, -34.451, 30.331], [42.331, -34.940, 30.948], [42.121, -34.925, 29.332], [43.921, -31.978, 30.930], [44.060, -32.227, 29.325], [44.368, -33.672, 30.510], [43.623, -29.616, 36.336], [44.789, -29.942, 35.342], [44.432, -29.999, 33.854], [45.880, -30.491, 35.707], [43.921, -29.723, 37.381], [42.706, -30.021, 36.132], [43.483, -28.511, 36.349], [45.015, -30.525, 33.318], [44.485, -28.916, 33.760], [43.399, -30.357, 33.711]],
  "lowdin_charge": [-0.0870, -0.2263, 0.6969, -0.2848, -0.2550, -0.1505, -0.2598, -0.0730, 0.1254, 0.0139, 0.0669, 0.0688, 0.0421, 0.1083, 0.0981, 0.0199, 0.1274, -0.0796, -0.2241, 0.4248, -0.3046, -0.2044, -0.1222, -0.2312, -0.0354, 0.1077, 0.0852, 0.0660, 0.0910, 0.0082, 0.1104, 0.0577, 0.1406, 0.0072, -0.0264, -0.2484, 0.4511, -0.2294, -0.1945, -0.0995, -0.1960, -0.1146, 0.1300, 0.0999, 0.0145, 0.1724, -0.0034, 0.0223, 0.0838, 0.0556, 0.1379, -0.1208, -0.1872, 0.4793, -0.2618, -0.1881, -0.0804, -0.1997, -0.0976, 0.0190, 0.1372, 0.1314, 0.0903, 0.0184, 0.0925, 0.0640, 0.0834, 0.0912, 0.0222, -0.4750, -0.0196, 0.0580, 0.0795, 0.0419, 0.0397, 0.0635, 0.1040, 0.0799, -0.0206, -0.3752, -0.0050, -0.0055, 0.0774, 0.0173, 0.0854, -0.0154, 0.0921, 0.1001]
}

=====

Which formula does entry 2 have?
C12H24O12